Record 1
Computed, not measured: 2 unconnected molecules or ions with the total composition F2OS, with wB97M-V/def2-TZVPD.

Atoms and positions in Å:
O 0.3016 1.0307 1.0638
F 0.4476 0.1350 -2.1919
F -1.1062 -0.9297 0.6761
S 0.3570 -0.2360 0.4519

Forces on the atoms, in the same order (eV/Å):
0.06 0.95 0.35
-0.14 -0.25 1.76
1.45 0.62 -0.40
-1.37 -1.32 -1.72

- Kohn-Sham gap (spin up / spin down) (eV) = 10.56 / 6.97
- HOMO (spin up / spin down) (eV) = -13.206 / -10.447
- energy above the lowest of the compared OMol25 structures with the same formula, charge and spin (kJ/mol) = 206.2
- total energy (eV) = -18314.1163
- charge = 0
- LUMO (spin up / spin down) (eV) = -2.65 / -3.48


Record 2
Computed, not measured: a molecular structure, F3H3S2Si2, with wB97M-V/def2-TZVPD.

Atoms and positions in Å:
F 0.5271 -3.1079 2.0963
F -1.3315 -1.6312 2.9132
F -1.6710 -3.0877 0.9401
Si 0.3552 -0.4091 0.4584
Si -0.5992 -2.1220 1.5911
S -0.4945 1.5212 0.8492
S 0.3392 -0.6393 -1.6696
H 2.1787 -0.5394 0.9936
H -0.9442 1.2698 2.0696
H 0.0813 0.6374 -1.9482

Forces on atoms 1 to 6 (eV/Å):
0.54 -0.04 0.20
-0.13 0.46 -0.06
-0.47 0.06 -0.34
0.25 -0.30 0.60
0.37 -0.97 0.08
-0.57 1.26 -0.86

- Kohn-Sham gap (spin up / spin down) (eV) = 5.08 / 5.33
- HOMO (spin up / spin down) (eV) = -5.294 / -10.039
- energy above the lowest of the compared OMol25 structures with the same formula, charge and spin (kJ/mol) = 213.2
- spin multiplicity = 3
- total energy (eV) = -45628.0126
- charge = 0
- LUMO (spin up / spin down) (eV) = -0.21 / -4.71


Record 3
Computed, not measured: 2 unconnected molecules or ions with the total composition F3NOS2, with wB97M-V/def2-TZVPD.

Atoms and positions in Å:
N -1.6611 0.8546 -0.8235
O 0.9416 -0.7684 0.8117
F -3.6836 -0.7865 -0.1411
F 2.1448 1.2582 0.5255
F 3.0339 -0.7647 -0.4339
S -2.3205 0.2326 0.2682
S 1.5449 -0.0259 -0.2069

Forces on atoms 1 to 6 (eV/Å):
0.37 0.30 -0.54
-0.99 -0.95 1.12
1.30 1.00 0.39
0.08 -0.27 -0.33
-1.54 1.02 0.23
-1.66 -1.32 0.18

- Kohn-Sham gap (eV) = 10.40
- HOMO (eV) = -11.908
- energy above the lowest of the compared OMol25 structures with the same formula, charge and spin (kJ/mol) = 0.0
- total energy (eV) = -33358.6743
- charge = 0
- LUMO (eV) = -1.51


Record 4
Computed, not measured: a molecular structure, F4H10N2NaO13S4, with wB97M-V/def2-TZVPD.

Atoms and positions in Å:
Na 11.7399 -9.2250 -1.0087
N 12.4985 -7.2035 0.2841
S 12.8241 -7.7179 1.7817
O 11.8366 -8.4631 2.4803
O 13.6662 -6.8491 2.5130
F 13.8527 -8.8479 1.3078
S 11.2665 -6.1273 0.6755
O 11.6362 -4.9091 1.2653
O 10.0607 -6.7713 1.0878
F 10.9365 -5.7878 -0.8351
N 13.1611 -10.2827 -2.6840
S 14.3698 -11.2567 -2.1128
O 15.6347 -11.0129 -2.6708
O 13.9696 -12.5709 -1.7898
F 14.4562 -10.5623 -0.6775
S 13.6156 -10.1545 -4.2244
O 13.7315 -11.4106 -4.8837
O 14.5039 -9.0968 -4.5532
F 12.2326 -9.5909 -4.8277
O 12.1802 -11.5331 0.6151
H 13.1049 -11.7442 0.7666
H 11.8913 -11.0888 1.4173
O 9.9282 -9.6730 0.7378
H 9.4212 -8.8572 0.6780
H 9.6157 -10.0963 1.5393
O 13.8169 -7.4176 -2.0859
H 13.8603 -8.3807 -2.0626
H 13.4001 -7.1504 -1.2575
O 10.6735 -11.5854 -2.5615
H 10.7351 -12.3535 -3.1329
H 11.5223 -11.1289 -2.6938
O 10.1071 -8.1489 -2.3974
H 9.4348 -7.5810 -2.0144
H 10.1474 -7.9121 -3.3267

Forces on atoms 1 to 6 (eV/Å):
-0.40 -0.34 0.21
-2.56 1.33 2.61
3.15 -2.13 0.09
-0.57 0.10 -0.02
-0.06 0.91 0.48
-0.31 0.00 -0.20

- Kohn-Sham gap (eV) = 9.79
- HOMO (eV) = -7.830
- energy above the lowest of the compared OMol25 structures with the same formula, charge and spin (kJ/mol) = 0.0
- total energy (eV) = -88391.2319
- charge = -1
- LUMO (eV) = 1.96


Copy entry 2 word for word.
Computed, not measured: a molecular structure, F3H3S2Si2, with wB97M-V/def2-TZVPD.

Atoms and positions in Å:
F 0.5271 -3.1079 2.0963
F -1.3315 -1.6312 2.9132
F -1.6710 -3.0877 0.9401
Si 0.3552 -0.4091 0.4584
Si -0.5992 -2.1220 1.5911
S -0.4945 1.5212 0.8492
S 0.3392 -0.6393 -1.6696
H 2.1787 -0.5394 0.9936
H -0.9442 1.2698 2.0696
H 0.0813 0.6374 -1.9482

Forces on atoms 1 to 6 (eV/Å):
0.54 -0.04 0.20
-0.13 0.46 -0.06
-0.47 0.06 -0.34
0.25 -0.30 0.60
0.37 -0.97 0.08
-0.57 1.26 -0.86

- Kohn-Sham gap (spin up / spin down) (eV) = 5.08 / 5.33
- HOMO (spin up / spin down) (eV) = -5.294 / -10.039
- energy above the lowest of the compared OMol25 structures with the same formula, charge and spin (kJ/mol) = 213.2
- spin multiplicity = 3
- total energy (eV) = -45628.0126
- charge = 0
- LUMO (spin up / spin down) (eV) = -0.21 / -4.71


> What is the charge in the third record?

0


> charge of number 3 (F3NOS2)?

0


What did the first record say?
Computed, not measured: 2 unconnected molecules or ions with the total composition F2OS, with wB97M-V/def2-TZVPD.

Atoms and positions in Å:
O 0.3016 1.0307 1.0638
F 0.4476 0.1350 -2.1919
F -1.1062 -0.9297 0.6761
S 0.3570 -0.2360 0.4519

Forces on the atoms, in the same order (eV/Å):
0.06 0.95 0.35
-0.14 -0.25 1.76
1.45 0.62 -0.40
-1.37 -1.32 -1.72

- Kohn-Sham gap (spin up / spin down) (eV) = 10.56 / 6.97
- HOMO (spin up / spin down) (eV) = -13.206 / -10.447
- energy above the lowest of the compared OMol25 structures with the same formula, charge and spin (kJ/mol) = 206.2
- total energy (eV) = -18314.1163
- charge = 0
- LUMO (spin up / spin down) (eV) = -2.65 / -3.48